## A
{
  "formula": "C32H14AsAuBF21GeO3S2",
  "method": "ωB97M-V with the def2-TZVPD basis set",
  "lumo_ha": [-0.1577, -0.2295],
  "charge": 1,
  "orbital_gap_ev": [7.40, 5.45],
  "homo_ev": [-11.69, -11.69],
  "multiplicity": 2,
  "elements": ["Au", "C", "C", "C", "C", "C", "C", "C", "S", "C", "O", "H", "H", "H", "H", "H", "H", "H", "H", "H", "H", "O", "B", "O", "C", "C", "C", "C", "C", "C", "H", "H", "H", "H", "F", "C", "C", "C", "F", "C", "F", "C", "F", "C", "F", "Ge", "S", "C", "C", "F", "C", "F", "C", "F", "C", "F", "C", "F", "C", "C", "F", "C", "F", "C", "F", "C", "F", "C", "F", "F", "As", "F", "F", "F", "F", "F"],
  "coordinates": [[-0.13567, 0.91688, -0.36483], [-5.45334, 4.11945, -1.52033], [-4.28170, 3.32534, -2.02586], [-4.41464, 1.98083, -2.34860], [-3.32081, 1.23912, -2.76789], [-2.09126, 1.87141, -2.88927], [-1.92754, 3.22059, -2.57822], [-3.02643, 3.93156, -2.14629], [-0.71999, 0.86890, -3.29907], [-0.02775, 1.64885, -4.73516], [0.40864, 1.28507, -2.25866], [-6.38891, 3.57968, -1.65045], [-5.53073, 5.07472, -2.03909], [-5.33023, 4.33095, -0.45686], [-5.37966, 1.50089, -2.25041], [-3.41982, 0.18131, -2.98235], [-0.95307, 3.69096, -2.64137], [-2.91606, 4.97662, -1.88409], [0.11706, 2.70681, -4.52628], [-0.72979, 1.50203, -5.55517], [0.91688, 1.14855, -4.94166], [1.73553, 2.35962, 1.33898], [1.24053, 2.37450, 0.07948], [1.76775, 3.29813, -0.75277], [2.69176, 3.96593, 0.06549], [3.51668, 5.01398, -0.25897], [4.33989, 5.47541, 0.76460], [4.31765, 4.90392, 2.03504], [3.47204, 3.84249, 2.34462], [2.66989, 3.40087, 1.32239], [3.52482, 5.45044, -1.24791], [5.01212, 6.29875, 0.56663], [4.97268, 5.29355, 2.80192], [3.44472, 3.39098, 3.32696], [0.81397, -2.79949, 3.61549], [1.58778, -1.97200, 2.91375], [1.48815, -1.90991, 1.53236], [2.35329, -1.04601, 0.88127], [2.30654, -0.95501, -0.46651], [3.27793, -0.27382, 1.54567], [4.10657, 0.52429, 0.88144], [3.33329, -0.33978, 2.92764], [4.19767, 0.41505, 3.58495], [2.48833, -1.19066, 3.61792], [2.54985, -1.25490, 4.93845], [0.26485, -2.98877, 0.49065], [-1.14710, -1.55701, -0.58046], [1.14730, -3.95602, -0.93400], [0.38791, -4.55679, -1.92675], [-0.94668, -4.45052, -1.88783], [0.95375, -5.27982, -2.95603], [0.19916, -5.83774, -3.89271], [2.33181, -5.42097, -2.99794], [2.89178, -6.11161, -3.97258], [3.12193, -4.84317, -2.01823], [4.43895, -4.98656, -2.05907], [2.52289, -4.12307, -1.00166], [3.31964, -3.59923, -0.06620], [-0.96749, -4.04586, 1.52851], [-1.09557, -5.42196, 1.43140], [-0.31720, -6.11679, 0.59630], [-2.01471, -6.11832, 2.19419], [-2.12122, -7.43600, 2.09160], [-2.82768, -5.42467, 3.07588], [-3.70906, -6.07989, 3.80782], [-2.72322, -4.04648, 3.19579], [-3.50236, -3.39162, 4.04367], [-1.79930, -3.38420, 2.41662], [-1.69851, -2.05539, 2.52022], [-2.53553, 1.71401, 0.50559], [-1.99768, 2.06631, 2.13134], [-3.28835, 3.09374, 2.47652], [-2.76032, 0.63015, 2.64311], [-1.18100, 2.21948, 3.61057], [-0.54719, 0.86140, 1.61365], [-1.00446, 3.28050, 1.42303]]
}

## B
{
  "formula": "C32H14AsAuBF21GeO3S2",
  "method": "ωB97M-V with the def2-TZVPD basis set",
  "lumo_ha": [-0.1528, -0.2378],
  "charge": 1,
  "orbital_gap_ev": [7.85, 5.53],
  "homo_ev": [-12.01, -12.01],
  "multiplicity": 2,
  "elements": ["Au", "C", "C", "C", "C", "C", "C", "C", "S", "C", "O", "H", "H", "H", "H", "H", "H", "H", "H", "H", "H", "O", "B", "O", "C", "C", "C", "C", "C", "C", "H", "H", "H", "H", "F", "C", "C", "C", "F", "C", "F", "C", "F", "C", "F", "Ge", "S", "C", "C", "F", "C", "F", "C", "F", "C", "F", "C", "F", "C", "C", "F", "C", "F", "C", "F", "C", "F", "C", "F", "F", "As", "F", "F", "F", "F", "F"],
  "coordinates": [[-0.18984, -0.09720, 1.55227], [-4.95866, 0.52584, -2.78730], [-4.49174, -0.22467, -1.57956], [-5.07805, -0.01531, -0.32947], [-4.64853, -0.70205, 0.78800], [-3.64270, -1.65502, 0.62905], [-3.02049, -1.87898, -0.60335], [-3.45419, -1.15792, -1.69456], [-2.98010, -2.49117, 1.99543], [-4.20212, -2.71022, 3.26665], [-2.29156, -3.72608, 1.64356], [-5.65864, 1.31520, -2.52288], [-5.45514, -0.15514, -3.48177], [-4.11284, 0.97229, -3.31275], [-5.87359, 0.71154, -0.22941], [-5.08349, -0.49442, 1.75475], [-2.22899, -2.61117, -0.69532], [-2.98931, -1.32353, -2.65867], [-5.02317, -3.29849, 2.85958], [-4.50417, -1.72263, 3.60651], [-3.68303, -3.23318, 4.06853], [-2.12623, 1.61828, 0.27423], [-1.04704, 0.84213, -0.04432], [-0.64058, 0.95241, -1.34279], [-1.50271, 1.90387, -1.87802], [-1.51581, 2.42319, -3.15121], [-2.48525, 3.39204, -3.40369], [-3.38003, 3.80427, -2.41874], [-3.35442, 3.26567, -1.13410], [-2.39540, 2.30845, -0.90305], [-0.80967, 2.10248, -3.90493], [-2.53610, 3.84160, -4.38578], [-4.10763, 4.56891, -2.65383], [-4.03242, 3.58996, -0.35700], [3.83287, -0.39292, -3.04960], [3.22062, 0.71007, -2.61211], [2.71189, 0.76815, -1.32452], [2.12351, 1.96246, -0.94827], [1.60731, 2.09081, 0.29282], [2.00322, 3.04487, -1.79512], [1.39732, 4.15870, -1.39607], [2.50869, 2.94538, -3.08142], [2.39864, 3.96626, -3.91608], [3.12572, 1.77482, -3.49245], [3.61929, 1.68414, -4.72029], [2.71428, -0.73396, -0.07711], [0.60508, -1.53235, 0.02562], [3.72164, -2.27414, -0.69893], [4.88245, -2.73960, -0.10210], [5.39485, -2.11810, 0.96487], [5.55873, -3.84962, -0.57808], [6.66898, -4.26876, 0.01393], [5.06478, -4.52486, -1.68213], [5.69943, -5.58664, -2.14543], [3.90252, -4.08871, -2.30158], [3.42728, -4.73552, -3.35851], [3.25685, -2.97831, -1.79897], [2.13505, -2.56800, -2.41065], [3.39167, -0.06886, 1.63333], [4.57248, 0.65618, 1.58247], [5.18358, 0.81970, 0.40137], [5.16934, 1.19979, 2.70367], [6.30025, 1.88196, 2.60846], [4.57172, 1.01452, 3.94101], [5.12529, 1.52290, 5.02601], [3.39461, 0.28891, 4.03865], [2.81970, 0.10333, 5.21700], [2.83661, -0.23613, 2.88862], [1.68513, -0.94231, 3.04868], [-3.05220, 0.14394, 3.07918], [-1.90899, 0.35561, 4.39902], [-1.14459, -1.12784, 3.80339], [-0.85425, 1.18877, 3.13475], [-0.65056, 0.54055, 5.51949], [-2.59998, 1.85791, 4.76681], [-2.91718, -0.55403, 5.43421]]
}

## C
{
  "formula": "C32H14AsAuBF21GeO3S2",
  "method": "ωB97M-V with the def2-TZVPD basis set",
  "lumo_ha": [-0.2684, -0.2709],
  "charge": 1,
  "orbital_gap_ev": [4.43, 4.23],
  "homo_ev": [-11.73, -11.60],
  "multiplicity": 2,
  "elements": ["Au", "C", "C", "C", "C", "C", "C", "C", "S", "C", "O", "H", "H", "H", "H", "H", "H", "H", "H", "H", "H", "O", "B", "O", "C", "C", "C", "C", "C", "C", "H", "H", "H", "H", "F", "C", "C", "C", "F", "C", "F", "C", "F", "C", "F", "Ge", "S", "C", "C", "F", "C", "F", "C", "F", "C", "F", "C", "F", "C", "C", "F", "C", "F", "C", "F", "C", "F", "C", "F", "F", "As", "F", "F", "F", "F", "F"],
  "coordinates": [[0.15561, -0.73960, -1.32426], [1.23839, -1.16576, 6.43830], [0.52664, -0.46115, 5.35993], [-0.81444, -0.76022, 5.05216], [-1.40790, -0.21966, 3.93447], [-0.68586, 0.66968, 3.13692], [0.64069, 0.98254, 3.42052], [1.22522, 0.45328, 4.54713], [-1.48521, 1.38837, 1.68442], [-2.26203, 2.80746, 2.57995], [-0.38763, 2.06250, 0.94608], [0.56066, -1.63189, 7.14764], [1.94701, -0.50806, 6.94212], [1.83447, -1.95906, 5.97178], [-1.35193, -1.46459, 5.66732], [-2.41679, -0.49137, 3.66595], [1.18385, 1.64109, 2.76001], [2.24540, 0.70409, 4.79486], [-1.46835, 3.44796, 2.94795], [-2.87647, 2.43666, 3.39247], [-2.87005, 3.35640, 1.87027], [-2.67034, -0.92093, -0.16918], [-1.75265, -1.40092, -1.09272], [-2.30488, -2.42778, -1.82107], [-3.55098, -2.61367, -1.35413], [-4.52580, -3.50893, -1.75894], [-5.73619, -3.44395, -1.09385], [-5.95962, -2.52788, -0.05064], [-4.98775, -1.63290, 0.36118], [-3.78036, -1.67606, -0.31167], [-4.33899, -4.21143, -2.55424], [-6.53358, -4.11278, -1.37628], [-6.92110, -2.52698, 0.43946], [-5.15955, -0.93295, 1.16134], [0.50082, 3.62396, -5.73429], [-0.23661, 2.51743, -5.78554], [-0.72634, 1.99386, -4.60227], [-1.54445, 0.88392, -4.67322], [-2.07179, 0.44436, -3.50580], [-1.86452, 0.26827, -5.87345], [-2.67127, -0.78810, -5.90287], [-1.34964, 0.80058, -7.05740], [-1.65710, 0.24478, -8.21884], [-0.53704, 1.93318, -7.01371], [-0.07699, 2.46275, -8.13796], [-0.55655, 2.89872, -2.83070], [0.50269, 1.79973, -1.21026], [0.57055, 4.52630, -2.93246], [0.16970, 5.78723, -2.53963], [-1.08301, 5.93213, -2.07685], [1.03416, 6.87488, -2.59698], [0.62379, 8.08437, -2.23230], [2.34282, 6.68127, -3.04293], [3.18141, 7.70583, -3.08928], [2.77303, 5.40951, -3.43195], [4.01387, 5.22710, -3.86093], [1.87810, 4.35194, -3.35475], [2.23278, 3.09895, -3.68204], [-2.45926, 3.45575, -2.56960], [-2.95549, 4.26788, -3.57557], [-2.10982, 4.57453, -4.57105], [-4.25515, 4.75331, -3.57405], [-4.69847, 5.51580, -4.56160], [-5.09538, 4.41717, -2.50925], [-6.33968, 4.86637, -2.47382], [-4.61626, 3.60008, -1.48781], [-5.40497, 3.26924, -0.46471], [-3.30987, 3.12454, -1.53688], [-2.86667, 2.31821, -0.55724], [1.05847, -0.86418, 1.13237], [0.79163, -2.61638, 1.53778], [1.04643, -2.17293, 3.22027], [-0.92858, -2.16519, 1.68504], [0.43808, -4.22472, 2.01107], [0.51140, -3.05801, -0.16181], [2.47316, -2.84955, 1.31482]]
}

Going by the computed energies, the most stable comes first: B, A, C.

## A
{
  "formula": "C4H6O2S2",
  "method": "ωB97M-V with the def2-TZVPD basis set",
  "lumo_ha": -0.0450,
  "charge": 0,
  "orbital_gap_ev": 7.14,
  "homo_ev": -8.36,
  "multiplicity": 1,
  "smiles": "C=CS(=O)#S(=O)C=C",
  "elements": ["C", "C", "S", "O", "S", "O", "C", "C", "H", "H", "H", "H", "H", "H"],
  "coordinates": [[-2.82378, 0.51973, -0.45189], [-1.67232, 0.65361, 0.21932], [-0.78463, -0.92825, 0.55628], [-1.54939, -2.07796, -0.04404], [1.18072, -1.26012, -0.86670], [1.67351, -2.31262, -0.04107], [1.87183, 0.34082, -0.40338], [2.66115, 0.50874, 0.64775], [-3.56733, 1.18516, -0.77767], [-3.08262, -0.56718, -0.65065], [-1.10256, 1.56818, 0.54838], [1.44453, 1.13128, -1.06860], [3.07596, 1.44479, 0.82535], [2.67494, -0.20618, 1.50693]]
}

## B
{
  "formula": "C4H6O2S2",
  "method": "ωB97M-V with the def2-TZVPD basis set",
  "lumo_ha": -0.0049,
  "charge": 0,
  "orbital_gap_ev": 8.78,
  "homo_ev": -8.91,
  "multiplicity": 1,
  "smiles": "C[C@@H](OC=S)SC=O",
  "elements": ["C", "C", "O", "C", "S", "S", "C", "O", "H", "H", "H", "H", "H", "H"],
  "coordinates": [[0.42212, 1.62508, -0.33794], [-0.29593, 0.31286, -0.02328], [-1.71018, 0.47327, -0.33116], [-2.29841, -0.65421, 0.19507], [-3.89640, -0.74018, 0.15959], [0.40732, -1.32694, -0.66523], [2.10613, -1.28523, 0.07655], [2.43312, -0.41341, 0.88447], [-0.01762, 2.40933, 0.35452], [0.29690, 1.77209, -1.42135], [1.48325, 1.30708, -0.10445], [-0.22931, 0.23977, 1.06510], [-1.64853, -1.73046, 0.43423], [2.94755, -1.98903, -0.28611]]
}

## C
{
  "formula": "C4H6O2S2",
  "method": "ωB97M-V with the def2-TZVPD basis set",
  "lumo_ha": -0.1052,
  "charge": 0,
  "orbital_gap_ev": 5.83,
  "homo_ev": -8.70,
  "multiplicity": 1,
  "elements": ["C", "C", "C", "C", "O", "O", "S", "S", "H", "H", "H", "H", "H", "H"],
  "coordinates": [[-0.98797, 0.64107, 2.80253], [-0.96386, 0.10846, 1.56245], [0.33258, 0.71409, -0.49699], [0.26184, -0.55897, -1.07916], [-1.33082, 2.62341, 0.44671], [-2.23823, 0.77070, -0.75336], [-1.37633, -0.33261, 4.10944], [-1.21012, 1.24643, 0.09022], [-1.06239, 1.70750, 3.19750], [-0.73021, -0.95071, 1.18752], [1.16302, 1.18454, -0.06383], [1.20504, -1.14611, -1.11368], [0.00200, -0.35160, -2.23944], [-0.53017, -1.32479, -0.72149]]
}

Going by the computed energies, the most stable comes first: B, A, C.

## A
{
  "formula": "H6N2OSi",
  "method": "ωB97M-V with the def2-TZVPD basis set",
  "lumo_ha": 0.0080,
  "charge": 0,
  "orbital_gap_ev": 7.70,
  "homo_ev": -7.48,
  "multiplicity": 1,
  "elements": ["N", "N", "O", "Si", "H", "H", "H", "H", "H", "H"],
  "coordinates": [[-1.02454, 0.90167, 0.56926], [0.43014, -1.54812, 0.39444], [1.74700, 0.78342, 0.13016], [0.32024, 0.07710, -0.09754], [-1.12061, 1.87442, 0.31854], [-1.92643, 0.45803, 0.48126], [1.35267, -1.94246, 0.47807], [-0.22696, -2.20998, 0.01830], [1.87377, 1.69397, -0.11752], [-0.49218, 0.37538, -2.74000]]
}

## B
{
  "formula": "H6N2OSi",
  "method": "ωB97M-V with the def2-TZVPD basis set",
  "lumo_ha": 0.0331,
  "charge": 0,
  "orbital_gap_ev": 10.29,
  "homo_ev": -9.39,
  "multiplicity": 1,
  "smiles": "NO[SiH2]N",
  "elements": ["N", "O", "Si", "N", "H", "H", "H", "H", "H", "H"],
  "coordinates": [[2.18465, 0.17139, 0.06785], [0.66839, 0.07149, 0.31810], [-0.59783, 0.23294, -0.75025], [-1.79016, -0.19493, 0.47751], [2.44237, 0.64142, 0.94458], [2.43566, -0.76554, -0.06862], [-0.83398, 1.38897, -1.62976], [-0.74198, -0.98377, -1.50804], [-1.44458, -0.96648, 1.03360], [-2.32255, 0.40451, 1.11504]]
}

Going by the computed energies, the most stable comes first: A, B.